No. 1
{
  "formula": "C6H15BrN",
  "method": "ωB97M-V with the def2-TZVPD basis set",
  "multiplicity": 1,
  "homo_ha": [-0.470, -0.450],
  "charge": 1,
  "elements": ["C", "C", "C", "C", "C", "C", "N", "Br", "H", "H", "H", "H", "H", "H", "H", "H", "H", "H", "H", "H", "H", "H", "H"],
  "positions_angstrom": [[0.498, -2.740, 0.596], [-1.363, 1.016, 1.261], [-1.368, 0.664, -1.186], [1.269, -1.829, -0.353], [1.551, -0.488, 0.275], [-0.580, 1.049, -0.006], [0.173, 2.306, -0.292], [2.889, 0.569, -0.711], [0.366, -3.684, 0.074], [-0.389, -2.369, 0.898], [1.204, -2.991, 1.449], [-1.958, 1.916, 1.388], [-2.103, 0.261, 1.110], [-0.868, 0.789, 2.203], [-0.848, 0.787, -2.108], [-2.272, 1.315, -1.263], [-1.700, -0.399, -1.205], [0.540, -1.716, -1.257], [2.188, -2.188, -0.818], [1.572, -0.132, 1.286], [0.047, 3.052, 0.304], [-0.112, 2.582, -1.301], [1.264, 2.230, -0.345]],
  "atomic_forces_ev_per_a": [[5.1820, -2.2169, -0.2201], [0.1166, 0.1251, 0.2453], [-1.0710, -0.6993, -0.4976], [-2.0854, 1.2724, -0.9805], [-0.4331, 1.4643, -2.0991], [1.4689, -0.6583, 0.7367], [1.6975, -1.5014, -4.0462], [-0.7766, -0.4074, 0.5821], [-0.3289, -0.1355, 0.0428], [-2.8598, 1.3523, 1.0934], [-1.2286, 0.3196, -0.5927], [0.0098, 0.4779, 0.0865], [-0.4630, -0.7054, 0.0866], [0.3782, 0.1623, -0.1174], [0.6987, 0.1556, -0.8383], [0.2702, -0.4521, 0.1244], [0.1467, 0.7664, 0.4061], [1.3544, 0.3701, 1.1678], [-0.0343, -0.4650, 0.4306], [-0.0712, -0.6679, 0.4638], [-1.0095, 2.1787, 1.9123], [0.6609, -0.0681, 2.0542], [-1.6226, -0.6673, -0.0406]],
  "mulliken_charge": [-1.245, -1.423, -1.996, -0.265, -0.433, 0.848, -0.168, -0.170, 0.358, 0.371, 0.325, 0.483, 0.387, 0.321, 0.607, 0.442, 0.370, 0.195, 0.485, 0.584, 0.382, 0.395, 0.147]
}

No. 2
{
  "formula": "C6H15BrO3P",
  "method": "ωB97M-V with the def2-TZVPD basis set",
  "multiplicity": 1,
  "homo_ha": -0.460,
  "charge": 1,
  "elements": ["C", "C", "C", "C", "C", "C", "O", "O", "O", "P", "Br", "H", "H", "H", "H", "H", "H", "H", "H", "H", "H", "H", "H", "H", "H", "H"],
  "positions_angstrom": [[-3.006, -0.496, -3.687], [0.867, 2.346, 2.347], [3.350, -1.636, 1.351], [-3.414, 0.516, -2.775], [-0.424, 1.599, 2.019], [2.005, -2.192, 0.977], [-2.762, 0.884, -1.768], [-0.328, 0.780, 0.795], [1.010, -1.168, 0.961], [1.059, 0.224, 0.209], [0.126, -0.572, -1.796], [-3.800, -1.332, -3.676], [-3.057, -0.119, -4.615], [-1.847, -0.712, -3.447], [1.532, 1.513, 2.534], [1.042, 2.946, 1.495], [0.522, 2.985, 3.171], [4.192, -2.414, 1.440], [3.698, -1.049, 0.388], [3.253, -1.135, 2.198], [-4.348, 0.958, -2.871], [-1.890, 0.272, -1.794], [-1.108, 2.308, 1.813], [-0.572, 0.965, 2.850], [1.661, -2.736, 1.820], [2.240, -2.735, 0.058]],
  "atomic_forces_ev_per_a": [[2.4184, -2.7407, 3.1084], [-2.2105, -1.0001, 0.0109], [2.5046, -1.8908, -5.6660], [0.3044, -0.0335, 1.2829], [3.2634, -1.2390, -0.6484], [1.5225, -0.0510, 0.6122], [1.3910, -1.6100, -0.8360], [-0.0373, 0.3813, 0.0814], [-0.0669, -0.0968, -0.3901], [-0.3922, 0.2531, 0.3354], [-0.3115, 0.0654, -0.4215], [1.4685, 0.8364, 0.2320], [-0.2686, 1.4279, -3.7203], [-2.8850, -0.4156, -0.7509], [1.1115, 0.7672, 0.5229], [1.0908, 0.7047, -0.7313], [1.0115, -0.2720, 0.1957], [-1.6096, 0.8133, 0.0463], [-0.4172, -0.3983, 2.2814], [0.1569, 2.7540, 3.5803], [-1.8005, 1.1518, -0.2147], [-0.4414, 1.3123, 0.8962], [-2.9580, 1.7802, -0.4465], [-1.0770, -0.8820, 0.6371], [-0.3222, -1.4751, 0.1314], [-1.4456, -0.1429, -0.1290]],
  "mulliken_charge": [-0.579, -1.202, -1.211, 0.355, -0.353, -0.145, -0.071, -0.104, -0.189, 0.266, -0.263, 0.276, 0.308, 0.143, 0.390, 0.340, 0.375, 0.340, 0.302, 0.395, 0.435, -0.088, 0.430, 0.292, 0.300, 0.259]
}

Respective ΔE to the lowest compared entry with this formula, charge and spin values: 4.124, 2.316 eV.